[1]
A 11-piece molecular cluster, C35H35Cl15N6 overall in a non-equilibrium geometry, computed with wB97M-V/def2-TZVPD.

Results
Energy = -233638.195 eV
Kohn-Sham gap = 0.3603 Ha
Lowest unoccupied orbital energy = 0.4 eV
Structure (SMILES) = ClC(Cl)Cl.ClC(Cl)Cl.ClC(Cl)Cl.ClC(Cl)Cl.ClC(Cl)Cl.c1ccncc1.c1ccncc1.c1ccncc1.c1ccncc1.c1ccncc1.c1ccncc1
ΔE to the lowest compared entry with this formula, charge and spin = 15.37 kJ/mol

Positions of all 91 atoms, in Å:
N -4.1290 -0.4060 4.0593
C -4.6528 -1.1632 5.0339
C -5.5272 -0.7132 6.0054
C -5.8208 0.6517 5.9627
C -5.2865 1.4917 5.0142
C -4.3747 0.8998 4.1386
H -4.3401 -2.2041 4.9906
H -5.8987 -1.3437 6.7969
H -6.5332 0.9873 6.7124
H -5.6640 2.4888 4.8447
H -4.0038 1.4641 3.2892
N 3.8974 -1.2260 -1.5006
C 5.0448 -1.5011 -0.8875
C 5.3998 -2.7624 -0.4576
C 4.5574 -3.8266 -0.7178
C 3.3036 -3.5264 -1.2487
C 3.0237 -2.2309 -1.6472
H 5.7803 -0.7030 -0.8939
H 6.3617 -2.9849 -0.0114
H 4.7480 -4.8335 -0.3710
H 2.5424 -4.2577 -1.4881
H 2.0870 -2.0340 -2.1547
N 1.2980 -6.5342 3.2873
C 1.0894 -5.2232 3.3445
C 0.8724 -4.4132 2.2438
C 0.8805 -5.0221 0.9934
C 1.0970 -6.3827 0.9198
C 1.3639 -7.1044 2.0879
H 1.0448 -4.7713 4.3307
H 0.6971 -3.3584 2.3903
H 0.6064 -4.4577 0.1120
H 0.9971 -6.8765 -0.0391
H 1.6286 -8.1517 2.0658
N 0.4619 3.7132 -3.1401
C 0.5462 5.0202 -3.3769
C -0.5196 5.8537 -3.7013
C -1.7720 5.2771 -3.8267
C -1.8550 3.8951 -3.6925
C -0.7485 3.1670 -3.2833
H 1.5335 5.4590 -3.2849
H -0.3635 6.8941 -3.9510
H -2.7018 5.7773 -4.0651
H -2.8435 3.4515 -3.7123
H -0.9655 2.1632 -2.9379
N -0.6221 -1.2259 1.1335
C 0.0031 -0.5878 0.1613
C -0.4980 0.5702 -0.4391
C -1.6960 1.0784 0.0049
C -2.3340 0.4441 1.0613
C -1.7775 -0.7075 1.5909
H 0.9412 -0.9946 -0.2008
H 0.0807 1.1085 -1.1796
H -2.1418 1.9486 -0.4607
H -3.3114 0.7133 1.4393
H -2.2082 -1.2856 2.3994
N 1.5126 -1.1453 -4.2533
C 2.1430 0.0053 -3.9489
C 3.1753 0.5014 -4.7185
C 3.6290 -0.1941 -5.8354
C 3.0711 -1.4346 -6.0542
C 2.0256 -1.8671 -5.2369
H 1.8112 0.5447 -3.0752
H 3.5764 1.4821 -4.4875
H 4.4325 0.1761 -6.4560
H 3.5447 -2.1279 -6.7389
H 1.5240 -2.7976 -5.4743
C 4.2106 2.0834 -1.3715
Cl 4.4682 3.4041 -2.5724
Cl 2.6013 2.2908 -0.7063
Cl 5.4764 2.1006 -0.1448
H 4.2837 1.1615 -1.9370
C 3.3628 -0.9407 3.0882
Cl 1.8738 -1.4949 3.8974
Cl 4.1768 0.2181 4.1571
Cl 2.9668 -0.1928 1.5649
H 3.9704 -1.8223 2.9316
C -0.1641 1.6900 3.7837
Cl -1.0807 0.5034 4.7535
Cl 1.3654 2.1804 4.5270
Cl -1.2188 3.1211 3.5295
H 0.0954 1.1769 2.8660
C -4.6051 5.5017 0.9454
Cl -5.5419 6.0983 2.3515
Cl -5.6262 5.2956 -0.4651
Cl -3.7794 4.0123 1.3216
H -3.8652 6.2397 0.6648
C -4.5434 0.4333 -2.0242
Cl -3.0585 0.0845 -2.9167
Cl -5.9565 0.0546 -3.0327
Cl -4.6062 2.1254 -1.5490
H -4.5494 -0.1725 -1.1279

Per-atom Mulliken charges, elementary charge units: N -0.059; C -0.123; C -0.735; C -0.094; C -1.075; C 0.445; H 0.371; H 0.397; H 0.341; H 0.436; H 0.150; N 0.270; C -0.063; C -0.809; C -0.571; C -1.009; C -0.292; H 0.319; H 0.463; H 0.408; H 0.521; H 0.724; N -0.576; C -0.455; C 0.106; C -0.190; C -0.506; C -0.315; H 0.362; H 0.293; H 0.564; H 0.366; H 0.362; N -0.120; C -0.176; C -0.609; C -0.299; C -0.731; C 0.284; H 0.336; H 0.393; H 0.410; H 0.333; H 0.192; N 0.119; C -0.893; C 0.077; C -0.532; C -0.299; C -1.059; H 0.690; H -0.130; H 0.739; H 0.742; H 0.475; N -0.465; C 0.060; C -0.435; C -0.558; C -0.338; C -0.343; H 0.658; H 0.358; H 0.406; H 0.381; H 0.373; C 0.791; Cl -0.172; Cl -0.065; Cl -0.127; H -0.497; C -0.281; Cl -0.059; Cl -0.113; Cl 0.128; H 0.369; C 0.692; Cl -0.098; Cl -0.101; Cl -0.115; H -0.415; C -0.044; Cl -0.141; Cl -0.130; Cl 0.007; H 0.291; C -0.037; Cl -0.067; Cl -0.131; Cl -0.014; H 0.261

***

[2]
C32H31N5O4RuS as an isolated structure in a non-equilibrium geometry, computed with wB97M-V/def2-TZVPD.

Results
Total charge = +1
Energy = -62738.277 eV
Kohn-Sham gap (alpha / beta) = 0.2323 / 0.2300 Ha
Multiplicity = 2
Lowest unoccupied orbital energy (alpha / beta) = -4.3 / -4.4 eV
ΔE to the lowest compared entry with this formula, charge and spin = 285.24 kJ/mol

Positions of all 74 atoms, in Å:
Ru 0.1548 0.5474 0.0644
C -3.4237 -1.5948 1.0663
C -2.2566 -0.6656 1.0496
N -1.1086 -0.9885 0.4061
N -0.9190 -2.0425 -0.3402
C 0.1066 -1.9324 -1.1783
O 0.7607 -0.8302 -1.3038
C 0.4798 -3.1081 -1.9563
C 1.7720 -3.1999 -2.4725
C 2.1621 -4.3389 -3.1473
C 1.2645 -5.3802 -3.3317
C -0.0337 -5.2732 -2.8556
C -0.4273 -4.1493 -2.1578
C -2.2603 0.6255 1.6019
C -3.3853 1.2443 2.2099
C -3.3006 2.5364 2.6432
C -2.0682 3.2200 2.5423
C -0.9986 2.5890 1.9551
N -1.0754 1.3532 1.4557
H -3.2106 -2.4599 0.4442
H -4.3126 -1.0864 0.6937
H -3.6313 -1.9279 2.0815
H 2.4530 -2.3785 -2.3115
H 3.1660 -4.4101 -3.5338
H 1.5793 -6.2750 -3.8454
H -0.7415 -6.0672 -3.0361
H -1.4290 -4.0568 -1.7703
H -4.3020 0.6822 2.2936
H -4.1627 3.0355 3.0567
H -1.9608 4.2158 2.9351
H -0.0321 3.0802 1.8747
C 5.5187 3.3160 -5.1695
C 4.6355 3.2375 -3.9671
C 5.1879 3.1237 -2.6932
C 4.3756 3.0588 -1.5762
C 3.0039 3.1138 -1.7389
C 2.4313 3.2476 -2.9875
C 3.2521 3.3143 -4.0997
S 1.9924 2.8583 -0.3029
O 1.9295 4.0001 0.5630
O 2.4509 1.6246 0.3267
N 0.4966 2.4077 -0.8267
C -0.5752 3.2034 -1.0371
C -0.5695 4.5926 -0.9455
C -1.7628 5.3103 -1.0217
C -2.9698 4.6826 -1.2154
C -3.0234 3.2812 -1.3659
C -4.2202 2.5607 -1.5620
C -4.1661 1.2015 -1.7273
C -2.9256 0.5537 -1.6470
N -1.8046 1.1938 -1.4085
C -1.8214 2.5338 -1.2900
H 6.4445 2.7662 -5.0139
H 5.7721 4.3618 -5.3496
H 5.0178 2.9313 -6.0556
H 6.2605 3.0773 -2.5824
H 4.7873 2.9565 -0.5862
H 1.3593 3.2874 -3.0890
H 2.8176 3.4184 -5.0825
H 0.3636 5.0955 -0.7482
H -1.7235 6.3818 -0.9007
H -3.8906 5.2440 -1.2577
H -5.1576 3.0980 -1.5745
H -5.0565 0.6206 -1.9050
H -2.8514 -0.5140 -1.8065
C 1.6678 0.1241 3.1681
C 2.3886 -0.9954 2.4323
O 2.0368 -1.0125 1.0583
H 1.9205 0.1145 4.2234
H 0.5891 -0.0126 3.0591
H 1.9541 1.0875 2.7479
H 2.0971 -1.9684 2.8347
H 3.4729 -0.8774 2.5399
H 2.5707 -0.3309 0.6200

Per-atom Mulliken charges, elementary charge units: Ru -0.142; C -1.710; C 0.620; N 1.373; N -1.157; C 0.734; O -0.699; C 0.367; C -0.471; C -0.732; C -0.374; C -0.806; C -0.169; C 0.402; C -0.975; C -0.665; C -0.736; C -0.602; N 1.053; H 0.325; H 0.432; H 0.422; H 0.428; H 0.408; H 0.404; H 0.404; H 0.456; H 0.537; H 0.458; H 0.522; H 0.520; C -1.461; C 0.885; C -0.904; C -0.721; C 0.283; C -0.056; C -0.993; S 1.078; O -0.654; O -0.496; N 0.001; C 0.428; C -0.358; C -1.086; C -0.917; C 1.368; C -0.830; C -0.931; C -0.276; N 0.131; C -0.134; H 0.389; H 0.296; H 0.383; H 0.408; H 0.514; H 0.351; H 0.406; H 0.528; H 0.430; H 0.449; H 0.471; H 0.486; H 0.631; C -0.535; C -0.464; O -0.296; H 0.556; H -0.102; H 0.081; H 0.344; H 0.331; H 0.357

***

[3]
C24H44BN2O2P2V as an isolated structure in a non-equilibrium geometry, computed with wB97M-V/def2-TZVPD.

Results
Total charge = +2
Energy = -77600.910 eV
Kohn-Sham gap (alpha / beta) = 0.2158 / 0.2148 Ha
Lowest unoccupied orbital energy (alpha / beta) = -7.7 / -7.7 eV

Positions of all 76 atoms, in Å:
V 0.1636 0.5818 -1.0011
C 4.0182 1.7505 0.6835
C 4.2105 0.5239 -0.2177
C 5.1317 -0.5112 0.4443
C 4.7708 0.9565 -1.5720
P 2.4810 -0.2052 -0.4036
C 2.1949 -1.1016 1.2197
N 1.0240 -0.4576 1.7731
B 0.1357 0.3045 0.9957
N -0.8980 0.7946 1.8224
C -2.0788 1.4370 1.2809
P -2.2520 0.6558 -0.4074
C -3.1439 -0.9674 -0.0654
C -3.4421 -1.6496 -1.4076
C -2.2082 -1.8762 0.7457
C -4.4311 -0.7518 0.7391
C -3.1437 1.7936 -1.6141
C -2.6846 1.3203 -3.0046
C -2.6317 3.2202 -1.3818
C -4.6655 1.7833 -1.5078
C -0.6721 0.2846 3.1010
C -1.4082 0.4165 4.2702
C -0.9401 -0.2192 5.4066
C 0.2312 -0.9807 5.3812
C 0.9682 -1.1299 4.2189
C 0.5151 -0.4891 3.0755
C 2.2605 -1.3910 -1.8514
C 3.1996 -2.5926 -1.8615
C 0.7939 -1.8422 -1.7507
C 2.3845 -0.5502 -3.1384
H 4.9966 2.1233 0.9909
H 3.4561 1.5145 1.5913
H 3.5001 2.5546 0.1585
H 6.1621 -0.2717 0.1782
H 4.9397 -1.5333 0.1167
H 5.0691 -0.4694 1.5306
H 5.6882 1.5206 -1.3950
H 4.0876 1.6157 -2.1093
H 5.0335 0.1072 -2.2012
H 3.0521 -0.9756 1.8783
H 2.0461 -2.1738 1.0578
H -1.9315 2.5130 1.1772
H -2.9563 1.2585 1.9002
H -2.5571 -1.6896 -2.0500
H -4.2495 -1.1592 -1.9502
H -3.7573 -2.6777 -1.2246
H -1.2346 -2.0002 0.2642
H -2.6661 -2.8642 0.8208
H -2.0537 -1.5142 1.7620
H -5.0424 0.0597 0.3580
H -4.2182 -0.5639 1.7913
H -5.0309 -1.6623 0.6897
H -1.5888 1.3637 -3.0975
H -3.0974 1.9807 -3.7688
H -3.0157 0.3086 -3.2325
H -1.5445 3.2810 -1.3366
H -3.0477 3.6609 -0.4762
H -2.9520 3.8428 -2.2192
H -5.0974 0.8175 -1.7630
H -5.0600 2.5117 -2.2196
H -5.0010 2.0893 -0.5170
H -2.3078 1.0188 4.2958
H -1.4830 -0.1240 6.3366
H 0.5656 -1.4653 6.2877
H 1.8723 -1.7259 4.2042
H 3.0674 -3.2144 -0.9745
H 4.2397 -2.2758 -1.9159
H 3.0017 -3.2122 -2.7397
H 0.5810 -2.3812 -0.8258
H 0.5406 -2.4988 -2.5836
H 0.0967 -0.9791 -1.8420
H 3.4074 -0.5047 -3.5001
H 2.0452 0.4897 -2.9931
H 1.7833 -0.9888 -3.9373
O 0.3211 2.0331 -0.5250
O 0.4565 3.1526 0.0347

Per-atom Mulliken charges, elementary charge units: V -1.006; C -1.763; C 2.110; C -1.583; C -1.787; P 0.591; C -0.907; N 0.682; B 0.699; N 0.420; C -1.255; P 0.439; C 2.043; C -1.733; C -1.971; C -1.752; C 1.985; C -1.500; C -1.646; C -1.854; C 0.400; C -1.089; C -0.790; C -0.779; C -0.773; C 0.902; C 1.284; C -1.805; C -1.913; C -1.529; H 0.559; H 0.342; H 0.382; H 0.476; H 0.342; H 0.437; H 0.579; H 0.369; H 0.291; H 0.503; H 0.325; H 0.490; H 0.453; H 0.265; H 0.341; H 0.541; H 0.359; H 0.741; H 0.209; H 0.303; H 0.389; H 0.512; H 0.222; H 0.544; H 0.335; H 0.258; H 0.409; H 0.542; H 0.333; H 0.519; H 0.412; H 0.514; H 0.442; H 0.435; H 0.497; H 0.383; H 0.403; H 0.486; H 0.293; H 0.743; H 0.669; H 0.447; H 0.222; H 0.392; O -0.284; O -0.543

***

[4]
C19H27BNO5 as an isolated structure in a non-equilibrium geometry, computed with wB97M-V/def2-TZVPD.

Results
Total charge = +1
Energy = -32536.571 eV
Kohn-Sham gap = 0.2817 Ha
Lowest unoccupied orbital energy = -2.5 eV

Positions of all 53 atoms, in Å:
C -4.1078 -3.7270 -3.0834
O -4.5261 -2.9746 -1.9128
C -3.6379 -2.1704 -1.2872
C -3.8634 -1.9074 0.0814
C -2.7965 -1.6077 0.8688
C -1.5401 -1.4681 0.3128
C -0.4704 -1.3416 1.3928
O 0.8225 -1.8429 1.0344
C 0.9780 -2.9565 0.0960
C -1.3952 -1.3770 -1.0695
C -2.4438 -1.7404 -1.8941
H -4.8740 -4.5037 -3.1674
H -4.1117 -3.0271 -3.9385
H -3.1026 -4.1778 -2.9735
H -4.8383 -2.0872 0.5005
H -2.8661 -1.5277 1.9460
H -0.8190 -1.7913 2.3566
H 1.1132 -2.5139 -0.8979
H 1.9035 -3.4840 0.3595
H 0.1770 -3.7190 0.0435
H -0.4328 -1.0964 -1.4865
H -2.3082 -1.7586 -2.9748
C -2.1297 3.0202 1.0751
C -1.0706 2.1761 1.5692
C -0.4590 2.0542 2.7938
C 0.1135 0.7484 2.8454
C -0.5043 0.0154 1.8343
B 2.4235 0.3657 -0.0993
O 1.6209 -0.0344 -1.1245
C 1.3644 1.0918 -2.0159
C 1.8239 2.3767 -1.2918
N 2.5787 1.8760 -0.0840
C 2.4580 2.7956 1.0908
C 4.0466 1.4746 -0.2981
C 4.3002 0.3404 0.7353
O 3.0442 -0.3503 0.8888
O -0.8879 0.9583 0.9235
H -2.7008 3.4759 1.9003
H -1.6949 3.8178 0.4594
H -2.8852 2.4740 0.4913
H -0.6024 2.6752 3.6650
H 0.9443 0.3958 3.4453
H 2.0126 0.9205 -2.8900
H 0.2914 1.0924 -2.2865
H 2.4737 3.0479 -1.8969
H 0.9429 2.9273 -0.9160
H 3.0813 3.6868 0.8986
H 1.4140 3.1487 1.2103
H 2.7989 2.3109 2.0193
H 4.2128 1.2143 -1.3630
H 4.5769 2.3827 0.0040
H 5.0131 -0.4128 0.3747
H 4.5382 0.7344 1.7348

Per-atom Mulliken charges, elementary charge units: C -0.753; O -0.435; C 0.682; C -1.034; C -0.781; C -0.014; C 0.348; O -0.259; C -0.741; C 0.661; C -1.247; H 0.254; H 0.307; H 0.340; H 0.463; H 0.480; H 0.288; H 0.261; H 0.265; H 0.336; H 0.545; H 0.402; C -1.512; C 0.711; C -1.034; C -0.729; C 0.248; B 0.173; O -0.358; C -0.420; C -0.514; N 0.612; C -0.737; C -0.781; C -0.351; O -0.416; O 0.025; H 0.387; H 0.279; H 0.304; H 0.528; H 0.531; H 0.381; H 0.368; H 0.290; H 0.271; H 0.319; H 0.238; H 0.324; H 0.422; H 0.360; H 0.368; H 0.347